# 1
A cluster of 2 separate species, C5H8O4 in total at a distorted geometry, computed with wB97M-V/def2-TZVPD.

Atoms and positions in Å:
1 O -0.17 2.24 1.88
2 O -1.34 0.62 3.10
3 O 0.43 0.23 -1.44
4 O 1.95 -1.25 -2.18
5 C -0.56 1.13 2.19
6 C -0.19 0.06 1.15
7 C -0.85 -1.33 1.49
8 C 1.00 -0.58 -2.21
9 C 0.03 -0.65 -3.60
10 H -0.82 -1.51 2.56
11 H -0.48 0.58 0.27
12 H 0.57 -1.15 -4.21
13 H -0.59 -2.16 0.89
14 H -0.94 -1.11 -3.29
15 H -0.18 0.36 -3.95
16 H -1.90 -1.27 1.43
17 H 0.93 -0.22 1.27

- DFT total energy: -13503.00898 eV
- Charge: -2
- LUMO level: 6.58 eV
- Highest occupied orbital energy: -0.189 eV
- Orbital gap: 6.77 eV

# 2
A cluster of 8 separate species, C11H32BF8O9S in total at a distorted geometry, computed with wB97M-V/def2-TZVPD.

Atoms and positions in Å:
1 S 0.54 -0.71 0.89
2 F -1.18 -2.27 -0.42
3 F -2.78 -0.48 1.10
4 F -0.72 -2.89 1.60
5 F -0.07 1.72 0.80
6 F 0.70 -3.09 0.07
7 F -0.86 0.75 2.57
8 F -2.01 0.47 -0.70
9 F -2.72 1.62 0.92
10 O 0.03 2.09 6.04
11 O 0.67 0.21 -1.85
12 O -2.06 -5.22 -1.04
13 O 5.55 -1.19 -2.00
14 O -0.06 3.15 -2.00
15 O 0.42 -1.58 5.07
16 O -2.92 0.24 -3.48
17 O -0.20 3.04 -5.44
18 O 2.73 -0.18 -0.79
19 C -0.66 0.63 1.28
20 C 3.36 0.00 0.51
21 C -2.06 0.51 0.60
22 C -4.29 -0.08 -3.23
23 C -1.14 -6.29 -0.80
24 C -1.56 2.71 -5.18
25 C 4.70 -1.50 -3.10
26 C 0.65 3.03 6.92
27 C -0.28 -2.32 0.52
28 C -0.74 -1.27 5.84
29 C 0.53 4.16 -1.16
30 B 1.39 -0.15 -0.77
31 H -0.74 -0.21 6.10
32 H -1.20 -6.62 0.24
33 H -1.78 2.82 -4.12
34 H -0.86 2.41 5.87
35 H -0.72 -1.87 6.75
36 H 0.67 1.20 -1.91
37 H 0.70 4.01 6.45
38 H 3.68 -1.53 -2.75
39 H -1.64 -1.52 5.27
40 H 0.61 5.10 -1.70
41 H 0.10 3.09 7.85
42 H -1.77 1.69 -5.50
43 H -0.12 -5.96 -1.03
44 H 2.95 0.83 1.10
45 H -4.52 0.03 -2.16
46 H -2.39 -0.38 -2.97
47 H -0.94 3.46 -2.25
48 H 4.80 -0.74 -3.88
49 H 0.34 2.43 -4.94
50 H 4.97 -2.48 -3.51
51 H -1.40 -7.12 -1.46
52 H -1.82 -4.50 -0.46
53 H -0.07 4.29 -0.26
54 H 1.66 2.68 7.12
55 H 3.37 -0.96 1.06
56 H 4.41 0.25 0.31
57 H 0.39 -1.04 4.28
58 H -2.20 3.39 -5.75
59 H -4.51 -1.10 -3.54
60 H 1.52 3.82 -0.88
61 H -4.91 0.61 -3.80
62 H 6.46 -1.17 -2.32

- DFT total energy: -63595.59619 eV
- Charge: +1
- LUMO level: -5.01 eV
- Highest occupied orbital energy: -12.139 eV
- Orbital gap: 7.13 eV

# 3
A structure of composition C9H28EuF6N2O2S2SbSe2Si2Te2 at a distorted geometry, computed with wB97M-V/def2-TZVPD.

Atoms and positions in Å:
1 Eu 0.84 -2.36 -1.28
2 Te -2.16 2.79 1.82
3 Te -1.76 -0.47 -3.79
4 Sb 3.48 -5.23 3.27
5 Se -2.29 2.64 -0.56
6 Se 0.54 0.11 -4.13
7 S -0.93 -4.35 -5.91
8 S -2.21 -3.21 -3.44
9 Si 0.45 0.90 3.12
10 Si 1.02 3.66 1.38
11 F 1.67 -5.95 3.38
12 F 4.33 -6.36 4.55
13 F 4.12 -6.21 1.76
14 F 1.89 -3.51 0.38
15 F -1.08 -1.68 -0.49
16 F 1.31 -2.78 -3.41
17 O -3.27 -3.05 -5.79
18 O 3.33 -1.87 -2.10
19 N -4.82 -0.63 -2.22
20 N -3.44 -0.43 -1.83
21 C 2.28 0.79 3.29
22 C -0.04 2.04 1.78
23 C 1.42 3.55 -0.42
24 C -0.31 -0.84 2.78
25 C -2.15 -3.55 -5.14
26 C -0.06 5.24 1.65
27 C -3.04 -2.70 -7.22
28 C -0.33 1.26 4.85
29 C 2.62 3.92 2.43
30 H -2.51 -1.75 -7.17
31 H 0.16 2.15 5.24
32 H -0.42 -1.09 1.70
33 H 2.46 3.84 3.57
34 H 0.38 -1.55 3.26
35 H -3.03 -1.13 -1.19
36 H -0.69 5.28 2.56
37 H 3.03 4.93 2.16
38 H -3.33 0.55 -1.52
39 H 1.61 4.56 -0.70
40 H -5.39 -0.64 -1.35
41 H -4.03 -2.47 -7.62
42 H 2.61 -0.18 3.64
43 H 3.29 3.16 2.10
44 H 2.19 2.81 -0.59
45 H -0.17 0.46 5.57
46 H 2.69 1.01 2.34
47 H 2.75 1.51 3.94
48 H -0.64 5.50 0.69
49 H 3.82 -2.62 -1.72
50 H -4.77 -1.59 -2.64
51 H -1.37 1.57 4.77
52 H 2.96 -2.35 -2.92
53 H -2.59 -3.54 -7.74
54 H -1.35 -0.95 3.16
55 H 0.46 3.26 -0.96
56 H 0.65 6.08 1.82
57 H -0.19 1.49 0.86

- DFT total energy: -241745.22294 eV
- Charge: -1
- LUMO level (spin up / spin down): -0.39 / 0.23 eV
- Highest occupied orbital energy (spin up / spin down): -3.368 / -3.323 eV
- 2S+1: 8
- Orbital gap (spin up / spin down): 2.98 / 3.56 eV